No. 1
11
Properties=species:S:1:pos:R:3 method="wB97M-V/def2-TZVPD" e_tot_ha=-1046.91732 e_homo_ev="-6.20 / -9.34" spin_multiplicity=3 fmax_ev_per_a=2.10 gap_ev="7.07 / 7.76" relative_energy_kj_mol=0.0
C -1.12 0.56 0.15
C 1.01 -1.42 -0.51
N -1.20 1.56 0.97
N 0.90 -0.22 0.24
S -2.00 -0.25 -0.87
Cl 1.73 1.09 -0.50
H 0.54 -2.20 0.09
H 0.54 -1.38 -1.50
H 2.07 -1.66 -0.62
H -0.38 1.88 1.46
H -2.08 2.04 1.10

***

No. 2
19
Properties=species:S:1:pos:R:3 method="wB97M-V/def2-TZVPD" e_tot_ha=-310.88255 e_homo_ev=-9.38 fmax_ev_per_a=0.49 gap_ev=10.54 relative_energy_kj_mol=464.0 smiles="OC1C=C1.[H][H].C=CC"
O 1.60 -1.09 -0.94
C 1.77 0.25 -1.31
C 0.76 1.31 -1.05
C 1.85 1.37 -0.34
H 1.04 -1.13 -0.15
H 2.36 0.26 -2.22
H -0.21 1.74 -1.29
H 2.40 1.90 0.43
H 1.46 -0.41 2.00
H 1.98 -0.01 1.64
C -0.96 -0.95 1.49
C -1.48 0.00 0.73
C -2.20 -0.25 -0.56
H -0.53 -0.73 2.46
H -0.96 -2.00 1.19
H -1.44 1.03 1.08
H -3.28 -0.22 -0.38
H -1.95 -1.23 -0.98
H -1.99 0.51 -1.33

***

No. 3
66
Properties=species:S:1:pos:R:3 method="wB97M-V/def2-TZVPD" e_tot_ha=-5283.53874 e_homo_ev=-13.69 fmax_ev_per_a=0.35 gap_ev=6.93 total_charge=+2 relative_energy_kj_mol=3.5
Pb -0.16 -0.31 -0.72
Cl -2.31 -7.82 -1.75
C -1.45 -6.38 -1.52
C -0.05 -6.49 -1.00
Cl 0.52 -8.05 -0.65
C 0.73 -5.42 -0.79
Cl 2.33 -5.50 -0.20
C 0.23 -4.08 -1.12
O 0.89 -3.07 -1.07
C -1.25 -3.95 -1.60
O -1.70 -2.84 -1.73
C -2.02 -5.19 -1.80
Cl -3.61 -5.00 -2.36
C -2.36 2.57 -2.64
P -1.12 2.39 -1.33
C -1.73 3.42 0.04
C 0.34 3.31 -1.96
C 1.56 3.14 -1.07
P 2.13 1.41 -0.97
C 3.06 1.14 -2.50
C 3.40 1.43 0.32
H -2.52 3.63 -2.85
H -3.30 2.13 -2.33
H -2.01 2.07 -3.54
H -1.81 4.47 -0.28
H -1.08 3.35 0.90
H -2.72 3.08 0.33
H 0.06 4.36 -2.05
H 0.54 2.95 -2.97
H 1.35 3.48 -0.05
H 2.39 3.75 -1.44
H 3.87 1.87 -2.57
H 2.41 1.24 -3.37
H 3.49 0.14 -2.51
H 4.16 2.18 0.08
H 3.88 0.46 0.40
H 2.95 1.68 1.28
Cl 0.17 0.32 -7.20
C 0.47 -0.98 -6.05
Cl 2.16 -1.51 -6.12
Cl -0.63 -2.33 -6.29
C 0.24 -0.44 -4.69
N 0.05 -0.04 -3.64
C -2.19 1.88 4.45
C -2.86 1.41 3.18
N -1.84 0.95 2.25
C -0.67 0.35 2.63
N 0.08 -0.17 1.68
C 1.25 -0.94 2.10
C 1.91 -0.32 3.32
C 0.89 -0.24 4.43
N -0.36 0.34 3.94
C -1.31 0.77 4.97
H -2.94 2.15 5.20
H -1.59 2.77 4.25
H -3.42 2.22 2.70
H -3.57 0.60 3.40
H -2.15 0.68 1.34
H 1.95 -1.01 1.26
H 0.96 -1.97 2.34
H 2.26 0.69 3.08
H 2.77 -0.90 3.65
H 1.24 0.38 5.25
H 0.69 -1.24 4.84
H -0.72 1.10 5.83
H -1.91 -0.08 5.30

***

No. 4
34
Properties=species:S:1:pos:R:3 method="wB97M-V/def2-TZVPD" e_tot_ha=-2201.28384 e_homo_ev=-12.95 fmax_ev_per_a=4.35 gap_ev=8.54 total_charge=+1
Sc -0.11 -0.57 0.91
O 2.71 2.56 1.45
C 2.08 1.53 1.19
N 0.75 1.27 1.51
C -0.20 2.24 1.52
O 0.05 3.41 1.75
C -1.62 1.76 1.24
C -2.53 2.77 1.15
C -3.88 2.42 1.10
C -4.27 1.06 1.02
C -3.28 0.12 0.87
N -1.96 0.45 1.05
C 2.76 0.45 0.50
C 4.02 0.59 -0.15
C 4.56 -0.51 -0.74
C 3.85 -1.70 -0.87
C 2.63 -1.82 -0.24
N 2.07 -0.73 0.40
H -2.19 3.81 1.30
H -4.67 3.17 1.12
H -5.28 0.69 1.05
H -3.43 -0.90 0.61
H 4.65 1.47 0.10
H 5.54 -0.54 -1.12
H 4.42 -2.54 -1.19
H 2.10 -2.74 -0.27
C -1.75 -2.47 -2.47
S -0.43 -2.02 -1.42
O -0.72 -0.53 -1.13
O 0.75 -2.32 -2.14
O -0.64 -2.67 -0.08
H -1.72 -1.84 -3.35
H -2.63 -2.39 -1.83
H -1.63 -3.47 -2.84